No. 1
Computed, not measured: C4H4N3OS as an isolated structure, with ωB97M-V with the def2-TZVPD basis set.

Cartesian coordinates (Å):
C1 1.02192 -0.57109 0.47684
C2 0.27944 0.39130 -0.17270
C3 -1.13193 0.28578 -0.02649
C4 0.78810 1.34568 -1.23314
N1 -1.69784 -0.67406 0.90214
N2 0.70849 -1.51813 1.29599
N3 -1.04670 -1.51653 1.56600
O1 -1.94502 0.98874 -0.61193
S1 -1.56933 -2.86386 2.30797
H1 2.09189 -0.65261 0.17907
H2 0.53382 0.85379 -2.18382
H3 1.79084 1.62465 -1.29619
H4 0.17632 2.30635 -1.20375

Net charge: -1

***

No. 2
Computed, not measured: a single C4H4N4 molecule, with ωB97M-V with the def2-TZVPD basis set.

Cartesian coordinates (Å):
N1 2.70701 -0.69515 0.44062
C1 1.77038 0.23799 -0.06444
C2 0.40207 0.64191 -0.12582
N2 0.33386 2.04824 0.06898
C3 -0.47973 -0.36417 -0.23556
N3 0.02933 -1.65864 -0.29993
C4 -1.90325 -0.35167 -0.01202
N4 -2.99662 0.06040 0.37426
H1 -0.60669 2.42397 -0.55918
H2 0.96791 2.42123 -0.64464
H3 -0.57048 -2.56425 -0.06861
H4 0.95735 -1.54935 -0.18805

Net charge: 0

***

No. 3
Computed, not measured: a single C4H4N4 molecule, with ωB97M-V with the def2-TZVPD basis set.

Cartesian coordinates (Å):
C1 1.22902 0.84722 -0.38461
N1 1.55457 -0.45044 -0.56218
C2 0.85342 -1.16598 0.41644
N2 -0.42118 -1.35244 0.62061
C3 -1.23849 -0.90544 -0.46996
N3 -1.53748 0.33140 -0.44883
C4 -0.85456 1.30868 0.35581
N4 0.40385 1.32063 0.42632
H1 1.68011 1.53415 -0.93772
H2 1.60190 -1.37200 1.22327
H3 -1.81949 -1.45186 -1.19146
H4 -1.39718 1.83880 1.14832

Net charge: 0

***

No. 4
Computed, not measured: C4H4N4O as an isolated structure, with ωB97M-V with the def2-TZVPD basis set.

Cartesian coordinates (Å):
C1 0.86478 1.40397 -0.07603
C2 -1.05558 0.98275 -0.03278
C3 -1.56700 -1.12256 -0.08099
C4 -0.45710 -0.27256 -0.03193
H1 2.63869 -1.11267 -0.71553
H2 1.78547 -1.44446 0.99699
H3 1.94405 1.77099 -0.03377
H4 -2.02855 -2.19177 -0.50787
N1 2.07122 -0.73471 0.24227
N2 0.90917 0.00395 -0.10433
N3 -0.16020 2.08738 0.07206
N4 -2.31694 0.96427 0.13231
O1 -2.62801 -0.33457 0.13961

Net charge: 0

***

No. 5
Computed, not measured: a single C4H4N4O molecule, with ωB97M-V with the def2-TZVPD basis set.

Cartesian coordinates (Å):
N1 -2.12531 0.45000 -1.54231
C1 -0.90798 0.20081 -0.71119
C2 -0.91330 -1.19012 -0.31032
N2 -0.27225 -1.78969 0.67610
N3 0.42966 -1.07474 1.60344
C3 0.94409 0.07734 1.33941
C4 1.16689 0.82806 0.09027
O1 2.21437 1.23279 -0.29361
N4 -0.02435 1.10959 -0.42362
H1 -2.51040 1.38778 -1.73114
H2 -2.68579 -0.32706 -1.85460
H3 -1.68064 -1.85058 -0.96956
H4 1.36938 0.56491 2.25983

Net charge: 0

***

No. 6
Computed, not measured: a single C4H4N4O2 molecule, with ωB97M-V with the def2-TZVPD basis set.

Cartesian coordinates (Å):
H1 1.70453 2.84798 -0.84371
N1 0.86156 2.22198 -0.60217
C1 1.28692 1.48807 0.32861
O1 2.64769 1.58192 0.65280
C2 0.62742 0.25422 0.92146
O2 1.16862 -0.23726 1.88921
C3 -0.47945 -0.43523 0.22121
N2 -1.01281 -1.57606 0.73814
C4 -1.89800 -1.92924 -0.16765
N3 -1.84698 -1.06858 -1.20242
N4 -0.92347 -0.14044 -0.99119
H2 2.84101 0.82857 1.23888
H3 -2.62135 -2.73704 -0.10322
H4 -2.35570 -1.09889 -2.07995

Net charge: 0

***

No. 7
Computed, not measured: a single C4H4N4O6 molecule, with ωB97M-V with the def2-TZVPD basis set.

Cartesian coordinates (Å):
O1 -1.65967 0.12369 -2.77391
C1 -1.05767 -0.09368 -1.76199
N1 -1.65052 -0.16332 -0.53021
C2 -0.98348 -0.12906 0.67457
N2 0.25317 0.03528 0.82217
C3 1.13713 0.18452 -0.25649
O2 2.28551 -0.56531 -0.11004
C4 0.45043 -0.36936 -1.73508
N3 0.67937 -1.85544 -1.72210
O3 -0.08313 -2.47271 -1.02348
O4 1.59642 -2.28089 -2.35074
N4 1.12389 0.28076 -2.90861
O5 1.69932 1.31453 -2.69101
O6 0.98462 -0.26559 -3.96254
H1 -2.66347 -0.15192 -0.53378
H2 -1.60235 -0.22004 1.55508
H3 1.35350 1.25383 -0.42636
H4 2.61734 -0.46392 0.78909

Net charge: 0

***

No. 8
Computed, not measured: a 2-piece molecular cluster, C4H4N4OS overall, with ωB97M-V with the def2-TZVPD basis set.

Cartesian coordinates (Å):
C1 2.59981 -1.58298 -0.77902
C2 -0.21567 1.51151 -0.93256
C3 0.31620 0.61446 0.01979
C4 -0.82114 -0.16124 0.49620
N1 3.11925 -2.47841 -1.28667
N2 -1.54908 1.36732 -1.02165
N3 -1.86969 0.43181 -0.13810
N4 -0.95952 -1.30167 1.27981
O1 2.54439 1.70340 0.06805
S1 1.94614 0.51514 0.61854
H1 0.25239 2.19295 -1.60814
H2 -2.89743 0.14446 -0.16972
H3 -0.57495 -1.32599 2.24387
H4 -1.89070 -1.63078 1.20961

Net charge: 0

***

Molar mass
In order: 142.16, 108.10, 108.10, 124.10, 124.10, 140.10, 204.10, 156.17
Unit: g/mol
Energy above the lowest of the compared OMol25 structures with the same formula, charge and spin
In order: 208.33, 545.24, 295.37, 492.98, 285.33, 0.00, 0.00, 216.69
Unit: kJ/mol